This record from OMol25 describes one molecule with the formula C5H7N in a non-equilibrium geometry. The level of theory is ωB97M-V/def2-TZVPD.

The energy above the lowest of the compared OMol25 structures with the same formula, charge and spin comes out at 85.69 kcal/mol. The calculation puts the gap between HOMO and LUMO at 0.3472 hartree. For the HOMO energy, the calculation gives -8.709 eV. The calculation puts the total energy at -6784.79670 eV. The largest force on an atom comes out at 4.51 eV/A. The SMILES is C=C1N=C1CC.

The geometry in ORCA input format:
```
! RIJCOSX wB97M-V def2-TZVPD def2/J DEFGRID3
* xyz 0 1
C 1.737 -0.258 0.006
C 0.248 -0.330 -0.132
C 2.889 -0.110 0.647
C -1.995 0.642 -0.590
C -1.142 -0.338 0.242
N 0.983 -0.437 -1.179
H 3.954 -0.204 0.124
H 2.823 0.205 1.699
H -1.778 1.790 -0.290
H -3.067 0.523 -0.223
H -1.941 0.384 -1.626
H -1.332 -1.516 0.033
H -1.378 -0.351 1.289
*
```